1.
Molecular formula: C35H27IN3O3PRuS
Method: DFT, the ωB97M-V functional and the def2-TZVPD basis

Geometry (Å):
Ru (0.081, -0.353, -0.146)
C (-4.471, -3.774, 1.326)
C (-5.182, -2.659, 1.744)
C (-4.597, -1.405, 1.670)
C (-3.304, -1.267, 1.176)
C (-2.586, -2.390, 0.757)
C (-3.176, -3.637, 0.835)
N (-2.829, 0.066, 1.189)
N (-1.714, 0.317, 0.722)
C (-1.194, 1.645, 0.803)
C (-1.666, 2.755, 1.483)
C (-0.871, 3.888, 1.388)
C (0.328, 3.883, 0.663)
C (0.796, 2.740, 0.032)
C (0.014, 1.591, 0.110)
H (-4.922, -4.755, 1.384)
H (-6.188, -2.765, 2.126)
H (-5.126, -0.517, 1.990)
H (-1.571, -2.307, 0.399)
H (-2.619, -4.510, 0.520)
H (-2.591, 2.737, 2.042)
H (-1.180, 4.800, 1.881)
H (0.907, 4.796, 0.611)
H (1.733, 2.752, -0.512)
O (0.728, -2.579, -0.517)
S (2.071, -2.111, -0.975)
O (2.621, -2.778, -2.105)
O (1.928, -0.627, -1.120)
C (3.124, -2.329, 0.421)
C (4.341, -2.965, 0.263)
C (5.169, -3.122, 1.367)
C (4.774, -2.642, 2.605)
C (3.552, -1.996, 2.751)
C (2.707, -1.835, 1.659)
P (1.103, -0.999, 1.896)
C (1.506, 0.307, 3.088)
C (1.122, 0.289, 4.425)
C (1.521, 1.314, 5.273)
C (2.311, 2.348, 4.795)
C (2.714, 2.358, 3.465)
C (2.313, 1.343, 2.615)
C (0.040, -2.205, 2.721)
C (-1.150, -1.771, 3.307)
C (-2.024, -2.686, 3.869)
C (-1.724, -4.042, 3.834)
C (-0.550, -4.479, 3.238)
C (0.333, -3.565, 2.681)
H (4.626, -3.331, -0.714)
H (6.123, -3.620, 1.256)
H (5.417, -2.765, 3.466)
H (3.260, -1.615, 3.721)
H (0.528, -0.524, 4.818)
H (1.219, 1.296, 6.311)
H (2.622, 3.143, 5.460)
H (3.343, 3.155, 3.093)
H (2.637, 1.345, 1.581)
H (-1.400, -0.716, 3.321)
H (-2.944, -2.343, 4.325)
H (-2.408, -4.758, 4.269)
H (-0.319, -5.535, 3.205)
H (1.241, -3.914, 2.208)
I (-3.437, 2.290, -4.200)
C (-2.329, 0.614, -3.676)
C (-2.264, -0.500, -4.500)
C (-1.506, -1.579, -4.083)
C (-0.843, -1.521, -2.871)
N (-0.907, -0.445, -2.079)
C (-1.637, 0.607, -2.480)
H (-2.792, -0.523, -5.443)
H (-1.422, -2.470, -4.690)
H (-0.254, -2.352, -2.515)
H (-1.659, 1.467, -1.826)

Values from the calculation:
Spin multiplicity = 2
Charge = +1
Expectation value of S² = 0.767
HOMO-LUMO gap (spin up / spin down) = 7.794 / 6.970 eV
LUMO energy (spin up / spin down) = -3.55 / -4.49 eV
Energy relative to the best compared isomer or geometry (same formula, charge and spin) = 13.9 kJ/mol



2.
Molecular formula: C35H27N6O4SeTi
Method: DFT, the ωB97M-V functional and the def2-TZVPD basis

Geometry (Å):
Ti (-0.875, 0.524, -0.730)
N (2.569, 4.333, 8.308)
C (2.186, 3.919, 7.307)
C (1.705, 3.406, 6.061)
C (0.626, 2.525, 6.043)
C (0.167, 2.032, 4.834)
C (0.777, 2.416, 3.645)
C (1.854, 3.296, 3.667)
C (2.320, 3.793, 4.871)
C (0.285, 1.878, 2.347)
C (0.873, 0.686, 1.880)
C (1.816, -0.109, 2.546)
C (2.006, -1.252, 1.773)
C (1.187, -1.113, 0.664)
N (0.498, 0.052, 0.706)
C (-0.740, 2.547, 1.716)
C (-1.440, 3.684, 2.221)
C (-2.439, 3.976, 1.332)
C (-2.328, 3.029, 0.292)
N (-1.326, 2.179, 0.497)
H (0.155, 2.234, 6.971)
H (-0.672, 1.349, 4.811)
H (2.324, 3.596, 2.739)
H (3.154, 4.481, 4.898)
H (2.279, 0.127, 3.490)
H (2.646, -2.090, 1.990)
H (1.060, -1.805, -0.156)
H (-1.202, 4.192, 3.141)
H (-3.175, 4.760, 1.385)
H (-2.959, 2.962, -0.582)
O (4.027, -1.434, -5.448)
C (4.358, -0.536, -4.417)
C (3.151, -0.306, -3.556)
C (3.225, 0.522, -2.438)
C (2.103, 0.697, -1.660)
N (0.929, 0.123, -1.957)
C (0.839, -0.655, -3.045)
C (1.937, -0.903, -3.855)
C (-0.516, -1.168, -3.322)
C (-0.833, -1.938, -4.426)
C (-2.155, -2.305, -4.645)
C (-2.528, -3.094, -5.875)
O (-1.440, -3.793, -6.432)
C (-3.112, -1.886, -3.729)
C (-2.720, -1.135, -2.638)
N (-1.448, -0.783, -2.436)
H (4.782, -1.548, -6.034)
H (4.686, 0.432, -4.815)
H (5.165, -0.926, -3.784)
H (4.147, 1.015, -2.164)
H (2.129, 1.304, -0.764)
H (1.863, -1.540, -4.722)
H (-0.075, -2.251, -5.127)
H (-2.867, -2.386, -6.637)
H (-3.372, -3.751, -5.650)
H (-1.359, -4.655, -6.011)
H (-4.157, -2.136, -3.851)
H (-3.436, -0.799, -1.901)
O (-1.831, -1.627, 0.094)
O (-2.329, -0.297, 0.096)
Se (-0.961, 2.260, -2.709)
C (-2.766, 2.010, -2.924)
N (-3.895, 1.782, -3.005)
C (-1.126, -3.176, 3.876)
C (-1.511, -1.852, 3.761)
C (-1.769, -1.285, 2.519)
C (-1.634, -2.083, 1.400)
C (-1.266, -3.419, 1.488)
C (-1.009, -3.961, 2.735)
H (-0.930, -3.602, 4.850)
H (-1.623, -1.247, 4.652)
H (-2.087, -0.257, 2.432)
H (-1.193, -4.014, 0.587)
H (-0.726, -5.001, 2.817)

Values from the calculation:
Spin multiplicity = 1
Charge = +1
HOMO-LUMO gap = 6.596 eV
LUMO energy = -4.19 eV
Energy relative to the best compared isomer or geometry (same formula, charge and spin) = 55.3 kJ/mol



3.
Molecular formula: C35H29BBr2F4N6O6S2SeSr
Method: DFT, the ωB97M-V functional and the def2-TZVPD basis

Geometry (Å):
Sr (0.888, -0.267, -0.468)
C (-0.419, 0.244, -6.321)
C (-0.536, 0.132, -4.819)
N (-1.527, -0.418, -4.233)
O (-2.476, -0.944, -5.140)
C (0.548, 0.721, -3.989)
C (1.640, 1.511, -4.663)
N (0.539, 0.555, -2.708)
O (1.501, 1.096, -2.014)
H (-1.143, -0.398, -6.810)
H (0.587, -0.017, -6.654)
H (-0.613, 1.277, -6.628)
H (-3.156, -1.228, -4.525)
H (1.232, 2.291, -5.316)
H (2.294, 0.869, -5.267)
H (2.238, 1.977, -3.885)
O (2.186, -1.240, 2.868)
C (2.377, -0.761, 1.740)
O (2.001, 0.396, 1.284)
C (3.121, -1.642, 0.673)
O (4.261, -2.027, 0.930)
O (2.409, -1.849, -0.402)
S (-0.653, -1.386, 6.346)
C (-0.583, 0.081, 7.220)
C (-0.515, 1.150, 6.383)
C (-0.522, 0.773, 5.007)
C (-0.597, -0.574, 4.823)
C (-0.618, -1.314, 3.544)
C (-0.612, -0.591, 2.328)
N (-0.576, -1.154, 1.142)
C (-0.513, -2.509, 1.054)
C (-0.583, -3.309, 2.191)
C (-0.595, -4.741, 2.043)
C (-0.516, -5.320, 0.826)
C (-0.401, -4.518, -0.364)
C (-0.297, -5.075, -1.650)
C (-0.172, -4.271, -2.749)
C (-0.143, -2.882, -2.524)
N (-0.269, -2.331, -1.345)
C (-0.394, -3.126, -0.258)
C (-0.076, -4.781, -4.139)
C (0.103, -4.066, -5.284)
C (0.143, -4.878, -6.460)
C (-0.008, -6.198, -6.185)
S (-0.200, -6.461, -4.507)
C (-0.628, -2.675, 3.449)
H (-0.599, 0.068, 8.302)
H (-0.465, 2.179, 6.719)
H (-0.497, 1.492, 4.194)
H (-0.625, 0.494, 2.340)
H (-0.676, -5.350, 2.938)
H (-0.528, -6.399, 0.722)
H (-0.314, -6.157, -1.756)
H (-0.027, -2.186, -3.350)
H (0.200, -2.984, -5.293)
H (0.279, -4.485, -7.461)
H (-0.022, -7.035, -6.869)
H (-0.639, -3.289, 4.345)
Br (-2.548, 2.577, -2.791)
C (-2.435, 1.349, -1.298)
Br (-3.572, -0.221, -1.475)
H (-2.797, 1.871, -0.434)
H (-1.399, 1.034, -1.168)
C (3.096, 2.937, 2.077)
N (1.983, 3.825, 1.780)
C (1.593, 4.208, 0.530)
Se (2.501, 3.993, -1.040)
N (0.447, 4.931, 0.714)
C (0.113, 5.015, 2.063)
C (-0.896, 5.672, 2.738)
C (-0.887, 5.596, 4.128)
C (0.093, 4.872, 4.807)
C (1.100, 4.201, 4.117)
C (1.096, 4.306, 2.739)
H (3.615, 2.725, 1.149)
H (2.724, 1.999, 2.482)
H (3.774, 3.422, 2.784)
H (-0.159, 5.141, -0.059)
H (-1.687, 6.183, 2.202)
H (-1.664, 6.099, 4.692)
H (0.061, 4.817, 5.890)
H (1.840, 3.599, 4.633)
F (-0.941, 2.401, 1.186)
B (-2.168, 2.679, 1.885)
F (-2.812, 3.777, 1.237)
F (-3.005, 1.533, 1.827)
F (-1.880, 2.989, 3.232)

Values from the calculation:
Spin multiplicity = 1
Charge = -2
HOMO-LUMO gap = 5.699 eV
LUMO energy = 3.30 eV
Energy relative to the best compared isomer or geometry (same formula, charge and spin) = 233.5 kJ/mol



Look up the charge of the third one.
-2



Copy entry 1 word for word.
Molecular formula: C35H27IN3O3PRuS
Method: DFT, the ωB97M-V functional and the def2-TZVPD basis

Geometry (Å):
Ru (0.081, -0.353, -0.146)
C (-4.471, -3.774, 1.326)
C (-5.182, -2.659, 1.744)
C (-4.597, -1.405, 1.670)
C (-3.304, -1.267, 1.176)
C (-2.586, -2.390, 0.757)
C (-3.176, -3.637, 0.835)
N (-2.829, 0.066, 1.189)
N (-1.714, 0.317, 0.722)
C (-1.194, 1.645, 0.803)
C (-1.666, 2.755, 1.483)
C (-0.871, 3.888, 1.388)
C (0.328, 3.883, 0.663)
C (0.796, 2.740, 0.032)
C (0.014, 1.591, 0.110)
H (-4.922, -4.755, 1.384)
H (-6.188, -2.765, 2.126)
H (-5.126, -0.517, 1.990)
H (-1.571, -2.307, 0.399)
H (-2.619, -4.510, 0.520)
H (-2.591, 2.737, 2.042)
H (-1.180, 4.800, 1.881)
H (0.907, 4.796, 0.611)
H (1.733, 2.752, -0.512)
O (0.728, -2.579, -0.517)
S (2.071, -2.111, -0.975)
O (2.621, -2.778, -2.105)
O (1.928, -0.627, -1.120)
C (3.124, -2.329, 0.421)
C (4.341, -2.965, 0.263)
C (5.169, -3.122, 1.367)
C (4.774, -2.642, 2.605)
C (3.552, -1.996, 2.751)
C (2.707, -1.835, 1.659)
P (1.103, -0.999, 1.896)
C (1.506, 0.307, 3.088)
C (1.122, 0.289, 4.425)
C (1.521, 1.314, 5.273)
C (2.311, 2.348, 4.795)
C (2.714, 2.358, 3.465)
C (2.313, 1.343, 2.615)
C (0.040, -2.205, 2.721)
C (-1.150, -1.771, 3.307)
C (-2.024, -2.686, 3.869)
C (-1.724, -4.042, 3.834)
C (-0.550, -4.479, 3.238)
C (0.333, -3.565, 2.681)
H (4.626, -3.331, -0.714)
H (6.123, -3.620, 1.256)
H (5.417, -2.765, 3.466)
H (3.260, -1.615, 3.721)
H (0.528, -0.524, 4.818)
H (1.219, 1.296, 6.311)
H (2.622, 3.143, 5.460)
H (3.343, 3.155, 3.093)
H (2.637, 1.345, 1.581)
H (-1.400, -0.716, 3.321)
H (-2.944, -2.343, 4.325)
H (-2.408, -4.758, 4.269)
H (-0.319, -5.535, 3.205)
H (1.241, -3.914, 2.208)
I (-3.437, 2.290, -4.200)
C (-2.329, 0.614, -3.676)
C (-2.264, -0.500, -4.500)
C (-1.506, -1.579, -4.083)
C (-0.843, -1.521, -2.871)
N (-0.907, -0.445, -2.079)
C (-1.637, 0.607, -2.480)
H (-2.792, -0.523, -5.443)
H (-1.422, -2.470, -4.690)
H (-0.254, -2.352, -2.515)
H (-1.659, 1.467, -1.826)

Values from the calculation:
Spin multiplicity = 2
Charge = +1
Expectation value of S² = 0.767
HOMO-LUMO gap (spin up / spin down) = 7.794 / 6.970 eV
LUMO energy (spin up / spin down) = -3.55 / -4.49 eV
Energy relative to the best compared isomer or geometry (same formula, charge and spin) = 13.9 kJ/mol



Among the records above, which one has the lowest charge?
C35H29BBr2F4N6O6S2SeSr



Look up the spin multiplicity of the second one.
1